{"formula": "C40H64CdN6O3S2SbSi3", "method": "the ωB97M-V functional and the def2-TZVPD basis", "orbital_gap_ha": 0.29343, "e_lumo_ev": -2.29, "total_charge": 1, "max_force_ha_per_bohr": 0.0432, "e_above_lowest_kj_mol": 186.1, "elements": ["Cd", "N", "C", "C", "C", "N", "H", "H", "H", "H", "H", "H", "H", "H", "H", "H", "C", "C", "N", "C", "C", "C", "C", "C", "C", "C", "C", "C", "N", "C", "H", "H", "H", "H", "H", "H", "H", "H", "C", "C", "C", "C", "C", "C", "C", "S", "O", "O", "N", "C", "C", "C", "C", "C", "N", "H", "H", "H", "H", "H", "H", "H", "H", "H", "H", "H", "O", "S", "C", "C", "C", "C", "H", "H", "H", "H", "H", "H", "H", "H", "C", "Si", "C", "C", "Sb", "Si", "C", "C", "C", "Si", "C", "C", "C", "H", "H", "H", "H", "H", "H", "H", "H", "H", "H", "H", "H", "H", "H", "H", "H", "H", "H", "H", "H", "H", "H", "H", "H", "H", "H", "H"], "coordinates": [[-0.143272, 0.507298, 0.116554], [-2.495342, 0.696900, -0.955828], [-3.684310, -0.098514, -0.676464], [-4.390116, 0.380248, 0.588077], [-3.633171, 0.079529, 1.875833], [-2.347619, 0.769219, 1.955880], [-2.771082, 1.672275, -1.027408], [-2.100839, 0.425816, -1.852459], [-3.367596, -1.137860, -0.562001], [-4.406979, -0.046109, -1.506452], [-5.363924, -0.110647, 0.651646], [-4.565929, 1.456191, 0.510379], [-3.432205, -0.991728, 1.930517], [-4.295188, 0.351516, 2.711695], [-1.948972, 0.610810, 2.877561], [-2.499982, 1.770826, 1.871085], [-1.184618, 5.176879, 0.446224], [-1.094652, 3.807705, 0.156599], [-0.410682, 2.952082, 0.879047], [0.273388, 3.415705, 1.938954], [0.232053, 4.773286, 2.331632], [-0.525917, 5.659992, 1.546923], [0.937106, 5.206259, 3.489424], [1.704056, 4.347431, 4.201869], [1.819238, 2.985504, 3.806532], [2.652555, 2.079310, 4.485027], [2.735775, 0.784739, 4.039850], [1.954226, 0.402296, 2.942655], [1.155730, 1.221235, 2.298256], [1.091467, 2.503116, 2.691177], [-1.756069, 5.828162, -0.195743], [-1.607191, 3.405308, -0.703773], [-0.564489, 6.706764, 1.813570], [0.843702, 6.239162, 3.785415], [2.249939, 4.673347, 5.074566], [3.217825, 2.413142, 5.343861], [3.364538, 0.064250, 4.539973], [1.979386, -0.614065, 2.578912], [-3.212792, 4.015085, -7.162904], [-2.198991, 3.783546, -6.085184], [-0.840110, 3.986365, -6.304789], [0.094271, 3.745882, -5.307520], [-0.331446, 3.301629, -4.069474], [-1.680209, 3.101992, -3.836872], [-2.607906, 3.342335, -4.829925], [0.769735, 2.889371, -2.692244], [2.116336, 2.647055, -3.169337], [0.639870, 3.938363, -1.709077], [0.120883, 1.547103, -2.051370], [0.343009, 0.396665, -2.711791], [0.806875, 0.305176, -4.041159], [1.121981, -0.924878, -4.561153], [0.947188, -2.063803, -3.776460], [0.406852, -1.893974, -2.521128], [0.087843, -0.716154, -2.001056], [-2.745953, 4.019893, -8.143753], [-3.710997, 4.974230, -7.016448], [-3.978488, 3.241108, -7.146140], [-0.509934, 4.321564, -7.277006], [1.150298, 3.881074, -5.491188], [-1.978493, 2.727880, -2.870179], [-3.658396, 3.172288, -4.643349], [0.941563, 1.201956, -4.616910], [1.498643, -1.006156, -5.569240], [1.222813, -3.041888, -4.135804], [0.213447, -2.739699, -1.876422], [2.183137, -0.154106, -0.105626], [2.692556, 0.784455, -1.165362], [4.034236, -0.173938, -1.992200], [5.260550, 0.712028, -1.933334], [5.290759, 1.256151, -0.510031], [3.909207, 1.837705, -0.274008], [3.712996, -0.396181, -3.006379], [4.152124, -1.095183, -1.423764], [5.133865, 1.538330, -2.634895], [6.172250, 0.169081, -2.187233], [6.068968, 2.007342, -0.381581], [5.477789, 0.443612, 0.195878], [3.796367, 2.828756, -0.707452], [3.603738, 1.853229, 0.769269], [2.470096, -3.809127, -0.724312], [1.946446, -3.541115, 1.096519], [1.839825, -5.283210, 1.896010], [3.412792, -2.652988, 1.957903], [-0.307234, -2.069185, 1.214298], [-2.077609, -3.889631, 0.304670], [-1.675334, -5.687264, 0.828493], [-2.152568, -3.899656, -1.612700], [-3.891666, -3.609030, 0.882543], [-0.900286, -2.427856, 3.804120], [-2.717133, -2.068998, 4.327124], [-0.629402, -4.218459, 4.411588], [0.162176, -1.315576, 4.956408], [3.455241, -4.264748, -0.772294], [2.516179, -2.863116, -1.253268], [1.786913, -4.461965, -1.258763], [2.774000, -5.813214, 1.736287], [1.046985, -5.884249, 1.469985], [1.674569, -5.236473, 2.964943], [4.328770, -3.221694, 1.821964], [3.261788, -2.538812, 3.027565], [3.572376, -1.671871, 1.523246], [-0.726890, -6.022062, 0.423757], [-2.444141, -6.356162, 0.452253], [-1.639563, -5.803332, 1.905932], [-1.304446, -4.427202, -2.037307], [-2.164871, -2.900097, -2.036708], [-3.048101, -4.412508, -1.950106], [-3.982180, -3.578187, 1.962507], [-4.504244, -4.438251, 0.540172], [-4.332656, -2.702450, 0.482461], [-3.446197, -2.512102, 3.659103], [-2.939097, -1.008823, 4.405668], [-2.894600, -2.506978, 5.305013], [-1.229905, -4.926408, 3.853748], [-0.914708, -4.297702, 5.455725], [0.404604, -4.527679, 4.335925], [0.092565, -0.261529, 4.701462], [1.208836, -1.598838, 4.927934], [-0.168608, -1.424122, 5.985172]], "forces_ev_per_a": [[-0.589, 0.816, 0.501], [0.305, 0.091, -0.236], [-0.428, 0.021, 0.052], [0.436, -0.340, -0.009], [-0.344, 0.068, -0.017], [0.149, 0.160, 0.162], [0.138, -0.047, -0.073], [-0.072, 0.156, 0.004], [-0.060, -0.001, -0.028], [0.171, -0.152, 0.085], [-0.020, 0.102, -0.015], [-0.130, 0.108, -0.007], [-0.101, -0.037, 0.035], [0.108, -0.200, -0.006], [0.056, 0.113, -0.028], [0.142, -0.024, 0.047], [0.056, 0.046, 0.251], [-0.219, 0.090, 0.181], [0.020, -0.319, -0.250], [-0.047, 0.628, 0.194], [-0.147, -0.469, -0.266], [-0.101, -0.258, -0.248], [0.321, -0.162, 0.351], [-0.214, 0.380, -0.151], [-0.151, -0.353, -0.352], [-0.067, -0.185, -0.203], [-0.053, 0.189, 0.084], [0.044, 0.012, -0.031], [-0.140, -0.140, -0.266], [0.318, 0.171, 0.569], [-0.046, 0.013, -0.075], [-0.024, 0.012, -0.058], [-0.028, 0.068, 0.005], [0.040, 0.153, 0.040], [0.030, 0.087, 0.076], [0.050, 0.031, 0.045], [0.053, -0.086, -0.023], [0.046, -0.079, -0.018], [-0.013, 0.063, -0.019], [0.088, -0.068, 0.052], [-0.091, -0.018, 0.047], [0.294, -0.010, 0.133], [0.300, -0.262, 0.389], [-0.144, -0.001, 0.139], [0.109, 0.026, 0.005], [-0.007, 0.258, 0.213], [-0.323, 0.467, -0.569], [-0.025, -0.068, -0.290], [-0.332, 1.378, 0.319], [-0.114, -0.846, -1.232], [-0.015, -0.171, -0.013], [-0.145, -0.080, 0.160], [0.022, -0.002, 0.019], [-0.028, -0.384, -0.080], [0.035, 0.520, -0.189], [-0.009, 0.027, -0.094], [-0.021, 0.036, -0.041], [-0.028, -0.015, -0.026], [0.073, 0.031, -0.081], [0.092, 0.031, -0.043], [-0.170, -0.037, 0.055], [-0.105, -0.029, 0.041], [0.067, -0.079, -0.179], [0.061, 0.000, -0.111], [-0.044, -0.121, -0.002], [0.036, -0.096, -0.027], [-0.738, -0.585, 0.809], [2.191, -0.328, 0.188], [-0.264, 0.449, -0.243], [0.174, 0.001, 0.123], [0.110, 0.012, -0.077], [-0.173, 0.071, -0.335], [-0.082, -0.089, -0.046], [-0.107, -0.002, 0.140], [0.130, 0.024, -0.074], [-0.056, 0.010, -0.066], [0.009, 0.018, 0.077], [0.051, -0.006, 0.002], [0.061, 0.155, 0.001], [-0.173, 0.008, 0.024], [-0.409, 0.315, 0.603], [0.767, -0.523, -0.034], [-0.258, 0.808, -0.253], [-0.737, -0.051, -0.293], [-0.265, -1.842, 0.904], [-0.626, -0.666, -0.372], [0.110, 0.826, -0.066], [0.251, 0.241, 0.726], [0.819, 0.221, -0.002], [-0.192, -0.175, 1.095], [0.555, 0.039, -0.576], [0.075, 0.591, -0.517], [-0.323, -0.311, -0.713], [0.188, -0.113, 0.197], [0.011, 0.168, -0.079], [-0.185, -0.129, -0.080], [0.270, 0.043, -0.138], [-0.152, -0.107, -0.082], [0.000, 0.040, 0.185], [0.045, -0.279, -0.103], [-0.080, 0.003, 0.220], [-0.001, 0.215, -0.114], [0.156, -0.038, -0.109], [-0.231, 0.010, -0.144], [0.030, -0.012, 0.196], [0.200, -0.089, -0.060], [-0.026, 0.176, -0.068], [-0.233, -0.136, 0.117], [0.006, 0.004, 0.205], [0.061, -0.249, -0.174], [-0.048, 0.169, -0.049], [-0.129, -0.048, -0.144], [-0.006, 0.186, -0.032], [0.215, -0.108, 0.225], [-0.138, -0.171, -0.134], [-0.123, 0.158, 0.222], [0.218, -0.047, -0.017], [-0.032, 0.136, -0.045], [0.241, -0.051, -0.062], [-0.220, -0.159, 0.145]], "lowdin_charge": [1.262, -0.036, -0.266, -0.183, -0.295, -0.041, 0.052, 0.047, 0.074, 0.120, 0.117, 0.113, 0.063, 0.118, 0.051, 0.062, -0.020, -0.169, 0.061, -0.155, -0.137, 0.014, -0.012, -0.015, -0.140, 0.010, -0.037, -0.192, 0.066, -0.159, 0.117, 0.077, 0.124, 0.119, 0.119, 0.124, 0.114, 0.040, -0.043, -0.265, -0.022, -0.046, -0.273, -0.069, -0.027, 0.594, -0.352, -0.307, -0.235, -0.530, -0.021, -0.049, -0.059, -0.195, 0.003, 0.079, 0.090, 0.082, 0.117, 0.120, 0.075, 0.116, 0.089, 0.115, 0.107, 0.053, -0.669, 0.958, -0.266, -0.228, -0.224, -0.269, 0.087, 0.091, 0.120, 0.121, 0.118, 0.115, 0.094, 0.082, -0.213, 0.417, -0.199, -0.217, 0.789, 0.397, -0.210, -0.224, -0.206, 0.387, -0.213, -0.208, -0.219, 0.038, -0.012, 0.024, 0.036, -0.003, -0.001, 0.036, 0.018, -0.004, 0.006, 0.036, 0.007, 0.021, 0.005, 0.035, 0.003, 0.037, 0.003, -0.005, 0.014, 0.036, 0.008, 0.036, -0.001, 0.008, 0.015, 0.037]}